(1)
Below is a cluster of 2 separate species, C16H26N2O7S in total, with properties calculated with the ωB97M-V functional and the def2-TZVPD basis.

## Properties
E = -45159.4051 eV
total charge = 0
LUMO level = -1.01 eV
highest occupied orbital energy = -0.326 hartree
ΔE to the lowest compared entry with this formula, charge and spin = 4.34 kcal/mol
structure (SMILES) = NC[C@@H](O)CC1=CC(=O)C=C(CCCCS(=O)(=O)O)C1=O.CN(C)C=O

The geometry in XYZ format:
```
52
C16H26N2O7S, DFT the ωB97M-V functional and the def2-TZVPD basis
N 2.690 -1.464 -1.765
C 2.424 -0.298 -0.931
C 3.094 0.965 -1.474
O 3.005 1.054 -2.889
C 2.631 2.217 -0.734
C 1.190 2.691 -0.826
C 0.828 3.825 -0.222
C -0.590 4.258 -0.224
O -0.923 5.418 -0.262
C -1.576 3.147 -0.209
C -1.261 2.016 -0.832
C -2.145 0.810 -0.973
C -3.219 0.997 -2.073
C -4.521 0.196 -1.865
C -4.323 -1.200 -1.245
S -4.635 -1.384 0.514
O -5.712 -2.295 0.710
O -3.379 -1.629 1.160
O -5.197 0.023 0.989
C 0.075 1.960 -1.518
O 0.168 1.413 -2.584
H 2.112 -2.232 -1.444
H 3.630 -1.772 -1.537
H 1.351 -0.172 -0.770
H 2.865 -0.452 0.064
H 4.165 0.866 -1.240
H 2.852 1.972 -3.135
H 2.793 2.002 0.329
H 3.303 3.047 -0.968
H 1.563 4.430 0.297
H -2.524 3.306 0.293
H -1.503 -0.018 -1.276
H -2.574 0.544 -0.006
H -2.775 0.741 -3.035
H -3.468 2.059 -2.122
H -5.235 0.789 -1.297
H -4.967 0.039 -2.847
H -3.322 -1.590 -1.416
H -5.048 -1.884 -1.687
H -4.580 0.736 0.765
C 3.357 -2.207 2.040
O 3.387 -2.644 0.903
N 2.798 -2.842 3.083
C 2.785 -2.275 4.417
C 2.184 -4.141 2.856
H 3.794 -1.230 2.310
H 3.309 -2.930 5.116
H 1.760 -2.138 4.765
H 3.282 -1.307 4.408
H 2.921 -4.845 2.470
H 1.381 -4.057 2.124
H 1.781 -4.514 3.794
```

(2)
Below is a cluster of 2 separate species, C16H26N4O5S2 in total in a non-equilibrium geometry, with properties calculated with the ωB97M-V functional and the def2-TZVPD basis.

## Properties
E = -54870.4409 eV
total charge = 0
LUMO level = -1.62 eV
highest occupied orbital energy = -0.308 hartree
ΔE to the lowest compared entry with this formula, charge and spin = 271.28 kcal/mol
structure (SMILES) = CCN[C@@](CCN)(CCCSC(=S)n1ccnc1)OC=O.O=C1OCCO1

The geometry in XYZ format:
```
53
C16H26N4O5S2, DFT the ωB97M-V functional and the def2-TZVPD basis
C -0.006 3.155 -0.799
C -1.029 2.802 -2.030
N -1.250 1.329 -2.283
C -2.464 0.776 -1.572
C -2.674 -0.769 -2.175
C -4.049 -1.492 -1.655
N -3.791 -2.632 -0.650
C -2.296 0.741 0.088
C -1.145 -0.304 0.609
C -0.059 0.366 1.675
S 1.505 -0.700 1.563
C 2.454 -0.290 -0.042
S 3.467 1.076 -0.074
N 2.201 -1.236 -1.212
C 2.509 -2.742 -1.321
C 1.956 -3.227 -2.811
N 1.392 -2.001 -3.548
C 1.560 -0.867 -2.542
O -3.725 1.483 -1.837
C -3.980 1.665 -3.274
O -5.031 0.968 -3.789
H 0.377 4.269 -0.995
H 0.940 2.471 -0.900
H -0.493 3.171 0.265
H -0.517 3.233 -3.020
H -1.998 3.437 -1.872
H -1.240 1.120 -3.306
H -1.778 -1.490 -1.854
H -2.651 -0.786 -3.369
H -4.556 -2.007 -2.583
H -4.833 -0.780 -1.159
H -2.863 -2.513 -0.184
H -4.515 -2.528 0.100
H -2.192 1.832 0.537
H -3.352 0.348 0.483
H -0.486 -0.777 -0.251
H -1.718 -1.145 1.231
H -0.501 0.362 2.760
H 0.257 1.459 1.400
H 3.030 -3.414 -0.516
H 2.006 -4.332 -3.201
H 1.170 0.192 -2.885
H -3.321 2.335 -3.991
C 5.138 0.313 5.283
C 4.799 -1.130 5.091
O 3.388 -1.149 5.199
C 2.949 0.106 4.891
O 1.779 0.403 4.719
O 3.990 0.984 4.799
H 6.027 0.610 4.720
H 5.281 0.572 6.338
H 5.083 -1.497 4.100
H 5.255 -1.769 5.852
```

(3)
Below is an isolated molecule of C16H26O7 in a non-equilibrium geometry, with properties calculated with the ωB97M-V functional and the def2-TZVPD basis.

## Properties
E = -31343.4851 eV
total charge = 0
LUMO level = 0.54 eV
highest occupied orbital energy = -0.353 hartree
ΔE to the lowest compared entry with this formula, charge and spin = 78.74 kcal/mol
structure (SMILES) = CC1(C)[C@H]2CC[C@@H]1[C@@H](O[C@]1(C)O[C@H](C(=O)O)[C@@H](O)[C@H](O)[C@H]1O)C2

The geometry in XYZ format:
```
49
C16H26O7, DFT the ωB97M-V functional and the def2-TZVPD basis
O -4.309 -1.260 -1.155
O -3.289 -1.091 -3.106
O 0.061 0.692 0.904
O -0.700 3.148 -3.163
O -0.143 3.568 -0.173
O -3.333 1.909 -3.390
O -1.736 0.178 -0.534
C -3.549 -0.696 -1.899
C 4.060 -1.666 1.595
C 2.924 0.044 0.112
C 1.455 -3.201 1.827
C 0.479 -1.544 0.013
C 1.476 -2.184 2.972
C 0.142 -0.693 1.173
C 1.737 -2.317 0.515
C 1.424 -0.805 2.130
C 2.571 -1.170 1.044
C -2.014 1.789 1.284
C -1.100 1.277 0.155
C -1.411 2.658 -2.001
C -0.526 2.362 -0.795
C -2.288 1.456 -2.590
C -2.794 0.553 -1.446
H -3.930 -1.832 -3.247
H 0.134 3.476 -2.751
H 0.540 3.384 0.546
H -3.076 2.410 -4.190
H 4.398 -1.021 2.509
H 4.775 -1.689 0.769
H 3.962 -2.616 2.101
H 2.106 0.747 -0.026
H 3.133 -0.266 -0.958
H 3.748 0.694 0.563
H 2.223 -3.951 2.065
H 0.482 -3.710 1.647
H 0.681 -0.992 -0.898
H -0.309 -2.333 -0.279
H 0.621 -2.291 3.540
H 2.286 -2.282 3.597
H -0.677 -1.222 1.738
H 2.150 -2.780 -0.302
H 1.529 0.080 2.764
H -2.553 2.663 0.914
H -1.521 2.096 2.254
H -2.796 1.030 1.576
H -2.241 3.452 -1.846
H 0.304 1.924 -1.342
H -1.570 0.917 -3.215
H -3.538 1.104 -0.999
```

Q: What is the formula in the second record?
A: C16H26N4O5S2

Q: What is the formula in the third record?
A: C16H26O7

What did the third record say?
Below is an isolated molecule of C16H26O7 in a non-equilibrium geometry, with properties calculated with the ωB97M-V functional and the def2-TZVPD basis.

## Properties
E = -31343.4851 eV
total charge = 0
LUMO level = 0.54 eV
highest occupied orbital energy = -0.353 hartree
ΔE to the lowest compared entry with this formula, charge and spin = 78.74 kcal/mol
structure (SMILES) = CC1(C)[C@H]2CC[C@@H]1[C@@H](O[C@]1(C)O[C@H](C(=O)O)[C@@H](O)[C@H](O)[C@H]1O)C2

The geometry in XYZ format:
```
49
C16H26O7, DFT the ωB97M-V functional and the def2-TZVPD basis
O -4.309 -1.260 -1.155
O -3.289 -1.091 -3.106
O 0.061 0.692 0.904
O -0.700 3.148 -3.163
O -0.143 3.568 -0.173
O -3.333 1.909 -3.390
O -1.736 0.178 -0.534
C -3.549 -0.696 -1.899
C 4.060 -1.666 1.595
C 2.924 0.044 0.112
C 1.455 -3.201 1.827
C 0.479 -1.544 0.013
C 1.476 -2.184 2.972
C 0.142 -0.693 1.173
C 1.737 -2.317 0.515
C 1.424 -0.805 2.130
C 2.571 -1.170 1.044
C -2.014 1.789 1.284
C -1.100 1.277 0.155
C -1.411 2.658 -2.001
C -0.526 2.362 -0.795
C -2.288 1.456 -2.590
C -2.794 0.553 -1.446
H -3.930 -1.832 -3.247
H 0.134 3.476 -2.751
H 0.540 3.384 0.546
H -3.076 2.410 -4.190
H 4.398 -1.021 2.509
H 4.775 -1.689 0.769
H 3.962 -2.616 2.101
H 2.106 0.747 -0.026
H 3.133 -0.266 -0.958
H 3.748 0.694 0.563
H 2.223 -3.951 2.065
H 0.482 -3.710 1.647
H 0.681 -0.992 -0.898
H -0.309 -2.333 -0.279
H 0.621 -2.291 3.540
H 2.286 -2.282 3.597
H -0.677 -1.222 1.738
H 2.150 -2.780 -0.302
H 1.529 0.080 2.764
H -2.553 2.663 0.914
H -1.521 2.096 2.254
H -2.796 1.030 1.576
H -2.241 3.452 -1.846
H 0.304 1.924 -1.342
H -1.570 0.917 -3.215
H -3.538 1.104 -0.999
```

Q: What is the formula in the third record?
A: C16H26O7